The following is a quantum chemistry calculation of C41H50N4O3PtSi3 as an isolated structure, from OMol25.

Output
frontier orbital gap (alpha / beta)	0.269 / 0.204	Eh
total charge	0
total energy	-82309.2502	eV
2S+1	5
E_HOMO (alpha / beta)	-6.90 / -7.60	eV

Atoms and positions in Å:
C: -3.174 1.796 -3.473
H: 3.448 -0.347 4.120
O: -0.598 -0.213 1.856
H: -3.312 1.949 -0.890
C: -2.168 0.799 3.291
C: -1.602 0.565 1.923
C: 4.358 -3.412 -2.972
C: -3.729 -1.582 0.073
C: -1.073 -4.876 -2.494
C: -3.346 1.516 3.476
H: -3.184 -2.082 2.930
H: -2.641 -5.351 0.325
C: -1.914 -2.015 -2.943
H: -3.586 1.327 6.849
H: -4.665 -1.806 0.596
H: -0.590 -0.283 4.239
H: -3.923 -1.669 -0.997
H: 1.390 -4.091 3.721
Pt: 0.291 -0.744 -0.043
H: -1.619 2.026 -6.509
H: 4.346 0.713 -2.439
C: -3.293 -4.486 0.206
C: -3.854 1.702 4.752
H: 2.392 2.676 -5.403
H: 4.463 -1.059 -0.557
C: 1.736 2.355 -4.597
H: -4.174 -4.641 0.838
H: 5.323 2.897 -1.897
H: 4.230 4.379 -0.242
C: -2.407 -2.752 2.553
N: -1.624 1.001 -0.299
C: 2.619 3.008 0.145
C: -2.009 0.469 5.672
N: -2.204 1.192 0.942
C: 3.141 -3.064 -3.538
C: -2.355 1.536 -1.210
N: 1.743 -1.595 1.524
H: 4.922 -4.244 -3.373
H: -3.644 -4.464 -0.828
C: -0.628 1.844 -4.641
C: 1.474 -1.282 -4.044
H: -2.942 -2.381 -2.880
H: -3.469 -0.553 0.305
C: -0.189 -5.375 1.647
H: 2.595 -3.660 -0.512
H: -0.381 -5.593 -2.051
C: 2.870 -1.299 -1.960
C: -3.187 1.180 5.853
C: 1.875 -4.460 -0.333
H: 1.121 1.494 0.301
O: 0.264 1.520 -2.493
H: -4.173 1.800 -3.056
Si: 0.457 -3.857 0.747
C: -3.014 1.907 -4.865
H: 0.629 -2.852 -2.371
H: 1.501 3.193 -3.944
H: 5.806 -2.941 -1.456
C: 1.365 -2.784 2.025
C: 2.470 -0.759 2.263
C: 2.860 -1.057 3.556
H: 2.201 1.570 -4.009
H: 0.988 -1.977 -4.730
H: -1.000 -5.166 2.344
C: 3.804 3.411 -0.469
H: 2.768 -3.626 -4.388
H: 0.633 -5.835 2.202
H: -1.452 -2.358 2.904
C: -1.757 1.924 -5.441
H: -1.909 -0.984 -2.584
C: -0.748 1.662 -3.192
H: -2.085 -5.207 -2.250
H: -0.967 -4.926 -3.581
Si: -2.475 -2.843 0.668
C: 2.701 0.897 -1.049
H: 2.117 3.666 0.841
N: 2.098 -0.291 -1.359
H: 0.712 -0.694 -3.533
H: -1.485 0.059 6.527
C: 2.365 -2.007 -3.071
C: -0.768 -2.767 -0.109
H: -2.572 -3.731 3.008
Si: -0.757 -3.099 -1.931
C: 4.861 -2.677 -1.911
H: 2.731 -2.528 5.118
H: -3.893 1.993 -5.490
O: 0.556 1.874 -5.259
C: 2.462 -2.267 4.101
H: 2.738 0.186 1.805
H: -3.853 1.917 2.610
H: -0.541 -6.119 0.928
H: 1.555 -4.840 -1.303
C: 1.715 -3.137 3.324
C: -1.503 0.277 4.396
H: 2.401 -5.267 0.186
C: 4.420 2.575 -1.395
C: 3.881 1.340 -1.691
C: 4.118 -1.621 -1.416
C: 2.068 1.780 -0.148
H: 2.096 -0.604 -4.631
H: -1.628 -2.025 -3.998
H: -4.774 2.255 4.889
C: -2.094 1.647 -2.637